# 1
Below is the molecule C3HClN2S2 at a distorted geometry, with properties calculated with ωB97M-V/def2-TZVPD.

- LUMO level (eV) = -1.399
- E_HOMO (hartree) = -0.3365
- Kohn-Sham gap (hartree) = 0.2851

Cartesian coordinates (Å):
Cl -1.12672 2.44923 0.76962
S -0.34353 -0.32449 1.14037
S 2.11720 1.14974 -1.33683
N 1.52529 -0.65523 0.63883
N -1.08768 -2.57612 -0.45955
C -0.77934 -1.66619 0.15908
C 1.92132 0.07570 -0.21977
C -1.01448 0.84728 0.17661
H -1.21206 0.70008 -0.86836



# 2
Below is a structure of composition C15H16ClIrN3O5S2, with properties calculated with ωB97M-V/def2-TZVPD.

- LUMO level (eV) = 2.279
- net charge = -1
- E_HOMO (hartree) = -0.1367
- Kohn-Sham gap (hartree) = 0.2204

Cartesian coordinates (Å):
Ir -0.80049 0.20008 0.30207
Cl -1.04715 3.76982 -5.79467
S -1.33718 -1.29392 -1.31618
S 0.50734 -1.41029 1.30366
O -2.32602 1.55998 -0.27102
O -4.36155 1.67225 0.46620
O -0.70148 1.16274 4.11088
O -3.01705 0.13042 1.19064
O -0.44092 1.68183 1.98904
N 1.39909 1.06903 3.19467
N 2.23012 1.26148 2.06705
N -3.28597 1.12199 0.47520
C 0.99165 -5.08001 -0.30985
C 0.17498 -5.02588 -1.43617
C -0.52398 -3.86781 -1.72558
C -0.17441 2.96676 -1.97447
C 0.33357 1.66770 -2.01390
C 0.39116 -2.79991 0.22878
C 0.77487 0.98620 -0.76292
C 1.09721 -3.96924 0.50950
C 0.39787 1.03506 -3.25696
C -0.51492 2.95928 -4.33555
C -0.43116 -2.74200 -0.90229
C -0.59803 3.61774 -3.12238
C -0.13305 0.77952 5.35518
C -0.01990 1.66934 -4.41576
C 0.07471 1.32170 3.02859
H 0.20386 -0.26013 5.32756
H 0.08154 -5.88856 -2.08499
H 0.02825 1.16674 -5.37253
H 3.18322 1.23116 2.40603
H -0.99702 4.62209 -3.07684
H 1.61268 0.27501 3.78399
H 1.51956 0.21953 -0.99675
H -0.25434 3.47017 -1.01819
H 2.09940 0.47350 1.42452
H 1.73211 -3.99579 1.38816
H 0.76190 0.01706 -3.30774
H -1.16325 -3.81853 -2.59985
H -0.93424 0.86532 6.08305
H 1.23203 1.72627 -0.09740
H 0.69393 1.43546 5.63055
H 1.54109 -5.98319 -0.07332



# 3
Below is a cluster of 2 separate species, C9H13N3 in total at a distorted geometry, with properties calculated with ωB97M-V/def2-TZVPD.

- LUMO level (eV) = 0.193
- SMILES = C#CC/C=C/C.NC1C=NN=C1
- E_HOMO (hartree) = -0.3515
- Kohn-Sham gap (hartree) = 0.3586

Cartesian coordinates (Å):
N -1.02986 2.33887 2.80904
N -0.26646 -0.93500 3.92004
N -1.63284 -1.07273 3.64748
C 0.64784 -0.67075 -2.03629
C -0.96637 0.67609 -3.40611
C -0.01084 0.66506 -2.29123
C -2.04674 -0.02410 3.05622
C 0.14733 0.15769 3.42279
C -0.94186 0.89405 2.68018
C 1.96230 -0.89411 -2.07498
C 2.64568 -2.19770 -1.78299
C -1.77903 0.68321 -4.30784
H 3.38127 -2.06911 -0.98792
H -0.77365 0.65223 1.59744
H -0.71570 2.63147 3.72989
H -3.08913 0.07918 2.76578
H 1.18766 0.50678 3.54907
H -0.04053 -1.49828 -1.81098
H 2.64860 -0.09727 -2.34197
H 3.20448 -2.61803 -2.63762
H -2.66182 0.66202 -4.92171
H 1.91149 -2.93991 -1.44003
H -1.98469 2.65435 2.72051
H -0.52558 0.96532 -1.36545
H 0.72845 1.45068 -2.49332



# 4
Below is the ion C4H2NO3 with charge -1 at a distorted geometry, with properties calculated with ωB97M-V/def2-TZVPD.

- LUMO level (eV) = 3.956
- SMILES = N#C[C@]1(C(=O)[O-])CO1
- net charge = -1
- E_HOMO (hartree) = -0.1821
- Kohn-Sham gap (hartree) = 0.3275

Cartesian coordinates (Å):
O 2.01174 -0.71028 -0.60964
O 0.31899 -1.60007 -1.78468
O 0.51193 1.31845 0.38170
N -2.68897 0.26202 -0.79417
C 0.23715 0.39332 1.37151
C -0.12664 0.33128 -0.40478
C 0.88557 -0.82900 -1.05089
C -1.53485 0.39855 -0.52900
H 1.14149 -0.16860 1.54266
H -0.75642 0.60433 1.87730



# 5
Below is the molecule C21H27FN4O2, with properties calculated with ωB97M-V/def2-TZVPD.

- LUMO level (eV) = 0.768
- SMILES = COc1ccc(NC(=O)NCCCN2CCN(c3ccccc3F)CC2)cc1
- E_HOMO (hartree) = -0.2840
- Kohn-Sham gap (hartree) = 0.3122

Cartesian coordinates (Å):
F 0.42476 4.42086 -2.05427
O 3.73489 -2.39328 3.20468
O -2.31411 -3.14222 0.69683
N -2.43599 0.28290 -1.92092
N 0.00062 1.70715 -1.55874
N -1.35103 -1.15930 1.34593
N -3.36037 -1.15518 0.28494
C -0.09726 -1.54332 1.82634
C 2.05853 -0.85607 2.65423
C -1.26789 2.24372 -1.10724
C 2.53517 4.36200 -1.05036
C -2.40003 1.73239 -1.99340
C 2.46381 -2.18764 2.74629
C 0.30586 -2.86895 1.91951
C 2.21600 1.67032 -0.50543
C -2.32823 -1.93215 0.75314
C 1.37946 3.70152 -1.40610
C 0.79699 -0.53944 2.20224
C 3.38451 2.32082 -0.15375
C 1.16719 2.34235 -1.14101
C 4.18840 -3.71687 3.34031
C -3.89857 -1.71907 -2.06919
C -4.34168 -1.74076 -0.60151
C 1.57346 -3.18787 2.37540
C 3.55241 3.66788 -0.41730
C -0.01195 0.26006 -1.58786
C -1.18024 -0.23135 -2.43883
C -3.59756 -0.30551 -2.57623
H -1.53291 -0.16669 1.39258
H -4.49651 -2.77282 -0.28026
H 4.46232 4.17575 -0.13987
H 2.11273 0.62480 -0.26340
H 0.91907 -0.08962 -2.03810
H 4.20388 -4.23884 2.37768
H -5.27555 -1.18330 -0.48279
H -3.34932 2.13560 -1.63114
H 2.75228 -0.08255 2.94278
H -3.10664 -0.21650 -0.00185
H -0.37741 -3.64923 1.62980
H 3.57486 -4.28232 4.04946
H -1.19442 -1.32148 -2.40685
H 0.50073 0.49923 2.13880
H 5.20472 -3.64258 3.72449
H -4.46016 0.33200 -2.36070
H -1.25056 3.33085 -1.14024
H -3.01981 -2.35508 -2.17606
H -2.23947 2.08804 -3.02471
H -4.69515 -2.14389 -2.68167
H -0.10102 -0.17102 -0.58048
H -1.02855 0.08678 -3.48529
H 4.16601 1.76431 0.34105
H -3.46546 -0.33009 -3.67114
H 2.62927 5.41012 -1.28787
H -1.46496 1.93287 -0.06498
H 1.84990 -4.22842 2.43579



# 6
Below is a structure of composition C49H74GeHgN6O2P2SeSi, with properties calculated with ωB97M-V/def2-TZVPD.

- LUMO level (spin up / spin down) (eV) = 2.162 / 2.160
- net charge = -1
- 2S+1 = 2
- E_HOMO (spin up / spin down) (hartree) = -0.0765 / -0.1670
- ⟨S²⟩ = 0.766
- Kohn-Sham gap (spin up / spin down) (hartree) = 0.1560 / 0.2464

Cartesian coordinates (Å):
Hg -0.88370 0.16422 1.56405
Se 2.13307 -2.44222 -0.18312
Ge 4.24121 -4.63777 1.53249
P 2.90938 0.84490 -4.23012
P 0.57639 0.42945 -1.78767
Si -2.90045 1.72676 1.21042
O 1.63129 -3.03739 2.75266
O 0.39658 -4.86113 3.17526
N 0.55863 -3.70120 2.58598
N -0.97696 -0.92382 4.57675
N -2.10492 -1.97461 0.08136
N -2.39526 -3.26138 0.59254
N -0.39759 -3.15357 1.78932
N -1.60253 -5.23475 1.50617
C 3.40075 3.04761 -2.51780
C 3.73911 3.42018 -4.85820
C -4.65206 -0.41318 1.93283
C 4.23575 5.16907 -3.28662
C -0.22510 0.29712 4.79634
C -0.26987 -2.06140 5.14565
C -5.83270 1.69143 1.32614
C -2.30918 -0.83237 5.13250
C 1.43004 -4.13262 -0.83587
C 1.04921 -0.28475 -5.90512
C 0.76928 4.32876 -0.72510
C -1.44170 -2.37266 -3.94322
C 0.95596 2.10488 -5.94715
C -4.72873 0.39251 -0.44219
C 3.42518 0.62600 2.54967
C 2.22084 0.38487 1.89688
C 4.02493 -4.66399 3.46366
C 1.01670 0.25767 2.58735
C 3.86923 -2.97848 0.52167
C -2.81189 -0.40947 -4.00861
C -0.64273 -0.31353 -2.93905
C -2.86106 2.87742 -0.30282
C 2.25386 0.61714 4.63569
C 0.39197 2.24643 -1.89560
C 0.02222 4.35503 -3.00720
C 3.85417 4.33159 -2.25087
C 3.44220 0.74523 3.92967
C 0.01947 -0.35000 -6.82820
C 2.18361 0.12367 -2.68730
C 0.74480 2.94143 -0.73822
C 4.18174 4.70560 -4.59478
C -3.71468 4.25113 2.41214
C -2.88163 2.99195 2.68732
C 1.51574 0.94049 -5.42625
C -2.61893 -1.74388 -4.32898
C 6.18285 -4.82045 1.17858
C -0.46953 -1.66585 -3.25684
C -0.54159 0.81815 -7.32518
C -0.06202 2.04412 -6.88891
C -1.42806 3.45061 2.88014
C -3.37803 2.37161 3.99602
C -1.83956 0.29489 -3.31010
C 3.44450 -6.26708 0.77771
C -1.39426 -3.86670 1.37942
C 3.31086 2.58038 -3.82572
C -4.60637 0.82298 1.02710
C 0.40989 5.03743 -1.86129
C 0.01762 2.96951 -3.02440
C 1.04853 0.38145 3.98239
H -2.30170 -0.61329 6.21704
H -0.28194 2.44509 -3.91981
H 2.42349 -6.40784 1.13093
H -2.64746 2.33942 -1.22227
H -5.58528 -0.96909 1.77686
H 2.26231 0.69489 5.71828
H -1.37829 -2.01570 -0.63382
H 6.73044 -3.95717 1.56153
H -4.92570 1.25194 -1.08609
H -0.34427 -1.31368 -7.16125
H -3.81750 -0.07060 -0.82621
H -5.84126 2.60540 0.72816
H -3.18991 3.05234 4.83510
H -0.15526 -1.94226 6.24038
H -0.26981 4.90474 -3.89398
H 6.58100 -5.71500 1.66102
H -5.55748 -0.31471 -0.56694
H -1.36414 4.15422 3.71909
H -5.89260 1.97380 2.37698
H 6.37656 -4.89524 0.10661
H 4.34877 -3.71877 3.89880
H -4.61032 -0.13171 2.98808
H -0.95962 -5.56087 2.24372
H -1.28287 -3.42007 -4.16940
H 2.97844 -4.80961 3.71909
H 1.25485 -4.80624 -0.00064
H 4.04374 -7.11443 1.11726
H -3.38099 -2.29249 -4.86790
H 4.34638 0.70728 1.98287
H 1.49323 -1.20328 -5.53840
H 0.70924 -2.16290 4.68252
H 0.42669 6.12019 -1.85492
H -6.74684 1.13389 1.08620
H 4.49743 5.34346 -5.41106
H 4.59014 -2.95113 -0.29750
H 3.44813 -6.25915 -0.31229
H 2.23233 0.26049 0.81703
H -0.81718 -2.98193 4.94563
H 3.10364 2.41772 -1.69037
H -3.72966 0.09061 -4.29243
H 1.01493 2.39067 0.15719
H -0.74460 2.62443 3.08470
H -2.67404 -3.91368 -0.13410
H -4.45050 2.17532 3.96780
H -3.62373 4.93848 3.26241
H 4.58308 6.17269 -3.07708
H 2.19450 -0.95580 -2.85426
H -0.49071 2.96212 -7.27200
H -2.09732 3.64840 -0.20225
H -1.05783 3.96432 1.98897
H 3.73366 3.05770 -5.87960
H -2.01924 1.33038 -3.06078
H 0.01701 0.41791 5.86997
H -3.82805 3.37414 -0.42260
H -2.88471 -0.05393 4.62693
H -3.36952 4.78257 1.52486
H -0.86830 1.14132 4.52170
H 2.96803 0.23103 -1.93002
H 1.29435 3.07057 -5.59700
H -4.77387 4.02947 2.28228
H -1.34496 0.77224 -8.04945
H 4.37101 0.93184 4.45536
H 0.43177 -2.18137 -2.94321
H -2.95868 -1.62840 -0.33329
H 4.11265 -2.16411 1.20963
H -2.82424 -1.78165 4.98181
H 3.89890 4.67664 -1.22570
H 2.09195 -4.59300 -1.56757
H -2.57441 -5.47007 1.66045
H 0.46964 -3.91137 -1.30295
H -3.81775 -1.09059 1.74456
H 1.05660 4.85238 0.17833
H -2.87824 1.42668 4.21971
H 4.63937 -5.47510 3.86395



Quick rundown of total energy, same order as above: -1480.86649, -2482.57523, -514.84160, -434.07119, -1285.80892, -7994.41031 hartree